No. 1
Formula: C4H8FNO
Source: OMol25
Level of theory: wB97M-V/def2-TZVPD

XYZ file:
```
15
Properties=species:S:1:pos:R:3:mulliken_charge:R:1
F -1.139 -1.497 0.254 -0.49
O -0.184 1.833 -0.875 -0.43
N 1.018 -1.436 1.623 -0.49
C -1.659 0.364 -2.138 -0.88
C 1.928 -0.631 1.720 0.57
C -1.249 1.570 -1.297 0.08
C 2.652 0.430 1.787 -0.73
H -0.306 -1.360 0.715 0.48
H 3.473 0.649 1.077 0.24
H -2.235 -0.239 -1.539 0.25
H -0.756 -0.131 -2.482 0.26
H 1.206 -2.408 1.952 0.23
H -2.075 0.776 -3.045 0.35
H -1.977 2.391 -1.065 0.36
H 2.502 1.158 2.719 0.20
```

- HOMO energy: -9.33 eV
- Structure (SMILES): C=C=N.CC=O.F
- Gap between HOMO and LUMO: 10.01 eV


No. 2
Formula: C4H8FNO3
Source: OMol25
Level of theory: wB97M-V/def2-TZVPD

XYZ file:
```
17
Properties=species:S:1:pos:R:3:mulliken_charge:R:1
F -3.882 0.138 0.037 -0.17
O -1.685 0.162 1.403 -0.47
O -0.696 -1.100 -0.203 -0.37
O 1.652 -0.323 -1.524 -0.54
N -2.775 -0.454 -0.578 -0.20
C 1.548 -0.120 -0.120 0.21
C 1.252 1.332 0.242 -1.19
C 0.572 -1.113 0.490 -0.52
C -1.689 -0.398 0.352 0.65
H 0.393 -0.897 1.545 0.38
H 2.532 -0.400 0.270 0.34
H 1.664 1.575 1.223 0.33
H 0.948 -2.127 0.374 0.30
H 0.180 1.538 0.277 0.25
H 0.851 0.011 -1.944 0.35
H 1.718 1.992 -0.491 0.37
H -2.585 0.183 -1.353 0.28
```

- HOMO energy: -10.68 eV
- Structure (SMILES): C[C@H](O)COC(=O)NF
- Gap between HOMO and LUMO: 11.22 eV


No. 3
Formula: C4H8FNS
Source: OMol25
Level of theory: wB97M-V/def2-TZVPD

XYZ file:
```
15
Properties=species:S:1:pos:R:3:mulliken_charge:R:1
S 2.241 2.349 -1.233 0.06
F 3.098 1.221 -0.379 -0.24
N 0.045 1.702 0.211 -0.36
C -0.760 0.947 -0.707 -0.52
C 0.668 0.701 1.055 -0.62
C 0.780 -0.646 0.312 -0.36
C -0.078 -0.436 -0.942 -0.50
H 0.339 -1.355 1.012 0.28
H 0.468 -0.313 -1.795 0.29
H 1.743 0.965 1.488 0.27
H 1.768 -0.920 0.075 0.30
H 0.103 0.576 1.922 0.44
H -0.622 1.470 -1.688 0.24
H -0.893 -1.219 -1.205 0.29
H -1.757 1.071 -0.420 0.43
```

- HOMO energy (spin up / spin down): -8.89 / -8.89 eV
- Gap between HOMO and LUMO (spin up / spin down): 6.91 / 6.90 eV


No. 4
Formula: C4H8I2
Source: OMol25
Level of theory: wB97M-V/def2-TZVPD

XYZ file:
```
14
Properties=species:S:1:pos:R:3:mulliken_charge:R:1
I 1.379 0.647 2.732 -0.30
I 0.904 -1.374 -2.412 0.07
C 1.303 -0.370 -0.473 -1.38
C -0.563 1.318 -0.206 -1.05
C -1.017 -1.029 0.448 -1.16
C 0.025 0.011 0.084 0.61
H -0.395 1.959 0.550 0.25
H 1.997 0.450 -0.772 0.52
H -1.638 1.292 -0.465 0.34
H -0.043 1.579 -1.043 0.45
H -0.486 -2.008 0.367 0.33
H -1.513 -0.581 1.362 0.35
H 1.888 -0.958 0.108 0.56
H -1.841 -0.935 -0.281 0.41
```

- HOMO energy (spin up / spin down): -8.60 / -8.55 eV
- Gap between HOMO and LUMO (spin up / spin down): 6.55 / 6.41 eV